Entry from the Open Molecules 2025 dataset: a structure of composition C4H7ClOS2 in a non-equilibrium geometry (wB97M-V/def2-TZVPD).

```
15
Properties=species:S:1:pos:R:3:nbo_charge:R:1
C 1.83988 -0.19828 -0.40326 -0.40
C 1.01396 -0.75888 -1.49664 -0.08
C -1.44986 -0.60383 -1.32030 -0.26
C -1.68593 1.26978 0.62660 -0.53
H 2.20222 0.82566 -0.60027 0.22
H 1.16473 -0.17701 0.37762 0.22
H 1.51974 -0.92352 -2.47361 0.19
H 0.60735 -1.80396 -1.29415 0.17
H -2.27529 -0.07440 -1.83730 0.23
H -1.68570 -1.69200 -1.59052 0.21
H -2.23458 1.84544 -0.46892 0.21
O -0.15065 -0.05680 -1.75047 -0.55
S -1.55301 -0.55204 0.43151 0.29
S -1.58926 2.19778 1.92306 0.12
Cl 3.16911 -1.30179 -0.01297 -0.05
```

Output
HOMO: -9.01 eV
LUMO energy: -0.54 eV
HOMO-LUMO gap: 8.47 eV
Spin multiplicity: 1
Maximum force: 4.2 eV/Å

***

Entry from the Open Molecules 2025 dataset: a cluster of 4 separate species, C15H20INO12 in total (wB97M-V/def2-TZVPD).

```
49
Properties=species:S:1:pos:R:3:nbo_charge:R:1
C 0.31885 -2.99767 3.82744 -0.63
C 1.12893 -1.75125 3.62233 0.06
C 2.04004 -1.34991 4.76834 -0.09
O 2.07202 0.07995 4.64621 -0.50
C 0.93410 0.47450 4.02661 0.98
O 0.57913 1.60888 3.93208 -0.60
O 0.27582 -0.58490 3.52984 -0.49
H -0.22276 -3.24644 2.92037 0.24
H 0.96798 -3.83654 4.07681 0.23
H -0.41204 -2.86008 4.62657 0.21
H 1.69155 -1.81464 2.68925 0.20
H 3.04645 -1.75018 4.68241 0.21
H 1.62279 -1.60738 5.74447 0.18
C -0.85795 -3.35301 -2.71623 -0.63
C -0.79757 -3.36333 -1.21295 0.07
C -0.18938 -2.13668 -0.55826 -0.09
O 0.39670 -2.70011 0.63402 -0.51
C 0.66788 -4.00200 0.39939 0.97
O 1.32147 -4.69042 1.12006 -0.59
O 0.09656 -4.40327 -0.74989 -0.49
H -1.38877 -4.22936 -3.08592 0.22
H -1.37177 -2.45514 -3.05833 0.24
H 0.15068 -3.37152 -3.13032 0.22
H -1.78325 -3.56910 -0.78719 0.18
H -0.90640 -1.37214 -0.28570 0.23
H 0.60469 -1.69472 -1.16195 0.19
C -3.71289 1.37592 -5.85140 -0.63
C -3.64404 1.31260 -4.34900 0.07
C -2.99644 2.50766 -3.67138 -0.10
O -2.41433 1.91847 -2.50017 -0.48
C -2.18198 0.61813 -2.75990 0.98
O -1.53901 -0.10729 -2.06597 -0.61
O -2.77105 0.24682 -3.91296 -0.49
H -4.27064 0.53142 -6.25227 0.23
H -4.20844 2.29564 -6.16314 0.22
H -2.70913 1.34893 -6.27580 0.23
H -4.63052 1.11825 -3.92080 0.19
H -3.69685 3.28524 -3.38155 0.21
H -2.19710 2.93785 -4.27881 0.19
N 5.77270 5.94633 0.86528 -0.39
C 5.09501 5.01998 0.77828 0.53
O 4.33870 3.98022 0.66719 -0.49
C 3.45136 3.76011 1.76988 0.24
I 4.03866 2.01132 2.82169 0.12
O 2.19651 3.56128 1.23128 -0.54
C 1.14204 4.10182 1.93464 0.66
O 1.20349 5.13587 2.50896 -0.53
H 3.48850 4.60660 2.45085 0.22
H 0.25971 3.46327 1.85565 0.16
```

Output
HOMO: -9.83 eV
LUMO energy: 0.27 eV
HOMO-LUMO gap: 10.10 eV
Spin multiplicity: 1
Maximum force: 0.5 eV/Å

***

Entry from the Open Molecules 2025 dataset: the ion C6H12N5O with charge +1 in a non-equilibrium geometry (wB97M-V/def2-TZVPD).

```
24
Properties=species:S:1:pos:R:3:nbo_charge:R:1
C -1.92547 0.71697 0.63648 -0.23
C -0.81948 1.68579 0.15740 -0.23
N 0.28091 0.91091 -0.26831 -0.30
N 1.53340 1.71498 -0.23290 -0.31
N 2.45103 0.98802 0.66624 -0.13
N 3.69341 0.67316 0.20928 -0.23
O 3.49815 -0.52493 -0.59561 -0.41
C 2.81259 -1.39490 0.33268 -0.12
C 1.76908 -0.44389 0.80705 0.06
C 0.53415 -0.29280 0.29035 0.12
C -0.51383 -1.33781 0.29651 -0.22
N -1.84202 -0.60365 -0.07678 -0.51
H -1.77416 0.39648 1.74004 0.23
H -2.88804 1.14041 0.49896 0.25
H -1.26571 2.35301 -0.64688 0.22
H -0.55689 2.32674 0.99761 0.24
H 2.15310 1.61710 -1.08234 0.36
H 4.38622 1.18973 -0.32065 0.41
H 3.40000 -1.81179 1.09789 0.21
H 2.30421 -2.32724 -0.14493 0.20
H -0.18320 -2.08742 -0.35670 0.26
H -0.69281 -1.51759 1.28341 0.24
H -1.63446 -0.48847 -1.03911 0.43
H -2.79108 -1.05948 -0.08403 0.46
```

Output
Charge: +1
HOMO: -11.31 eV
LUMO energy: -3.57 eV
HOMO-LUMO gap: 7.73 eV
Spin multiplicity: 1
Maximum force: 3.1 eV/Å

***

Entry from the Open Molecules 2025 dataset: a cluster of 2 separate species, C5H10FN in total in a non-equilibrium geometry (wB97M-V/def2-TZVPD).

```
17
Properties=species:S:1:pos:R:3:nbo_charge:R:1
C 2.87770 0.42022 0.12799 -0.44
N 1.82058 0.38589 -0.87214 -0.45
C 0.76653 0.96241 -0.77074 0.51
F 0.27160 1.65594 0.39266 -0.41
H 2.69482 1.26390 0.90483 0.20
H 3.01836 -0.58676 0.72236 0.21
H 3.76551 0.45064 -0.33478 0.20
H -0.13975 1.01450 -1.49596 0.18
C -0.77627 -1.71180 0.13235 -0.41
C -1.38018 -0.57810 0.52746 -0.17
C -2.50645 0.08829 -0.03466 -0.67
H -1.19025 -2.17857 -0.71783 0.18
H 0.08488 -2.07383 0.56188 0.19
H -0.84807 -0.01380 1.29335 0.20
H -3.10047 -0.44869 -0.88891 0.22
H -1.99584 1.03582 -0.23792 0.23
H -3.36270 0.31396 0.69005 0.23
```

Output
HOMO: -9.25 eV
LUMO energy: 1.04 eV
HOMO-LUMO gap: 10.29 eV
Spin multiplicity: 1
Maximum force: 5.2 eV/Å

***

Entry from the Open Molecules 2025 dataset: the molecule C5H8O2 in a non-equilibrium geometry (wB97M-V/def2-TZVPD).

```
15
Properties=species:S:1:pos:R:3:nbo_charge:R:1
C -0.41662 1.86585 -0.15110 -0.24
C -0.54987 -0.45091 -0.34767 0.00
C -1.07594 -1.38760 0.68080 -0.71
C 0.88261 -0.76661 -0.78584 -0.64
C 1.47905 0.23552 0.14940 0.84
O 2.54816 0.60247 0.50003 -0.48
O 0.21239 0.77387 0.64701 -0.50
H 0.00827 1.88806 -1.16000 0.20
H -1.49485 1.69275 -0.26484 0.24
H -0.19763 2.74918 0.42862 0.19
H -0.32122 -1.86735 1.32688 0.17
H -1.83021 -0.90930 1.31814 0.22
H -1.59264 -2.16293 0.10199 0.24
H 1.22974 -1.79203 -0.62528 0.23
H 1.11876 -0.47101 -1.81815 0.24
```

Output
HOMO: -7.47 eV
LUMO energy: 0.91 eV
HOMO-LUMO gap: 8.38 eV
Spin multiplicity: 1
Maximum force: 1.1 eV/Å

***

Entry from the Open Molecules 2025 dataset: a structure of composition H24O12Xe in a non-equilibrium geometry (wB97M-V/def2-TZVPD).

```
37
Properties=species:S:1:pos:R:3:nbo_charge:R:1
Xe 0.21056 0.05735 0.71410 0.00
O -0.59638 1.46465 -2.43509 -1.01
H -0.88486 1.90806 -3.23284 0.48
H -1.09419 1.88467 -1.73367 0.51
O -0.31294 3.47985 1.48523 -0.95
H 0.06013 3.54025 2.36467 0.49
H 0.31619 3.93537 0.92585 0.49
O 2.24530 -2.24139 -0.78968 -0.98
H 2.50465 -2.24651 0.13170 0.50
H 1.92257 -3.12760 -0.95308 0.48
O -1.99199 2.66343 -0.40728 -0.99
H -1.36163 2.84290 0.29034 0.49
H -2.53817 1.95751 -0.06143 0.50
O -0.99374 -2.66170 -2.09823 -0.98
H -1.23025 -3.31656 -2.75508 0.48
H -0.32364 -2.12648 -2.52337 0.50
O 2.97426 -1.64425 1.80267 -0.95
H 2.61024 -2.01471 2.60670 0.48
H 2.92566 -0.69698 1.93141 0.49
O 3.03678 1.76075 2.95932 -0.95
H 3.22350 2.53404 2.42699 0.48
H 3.88794 1.50073 3.31169 0.47
O 1.09727 -0.83390 -2.98680 -0.98
H 1.50405 -1.07204 -2.15370 0.49
H 0.42415 -0.19538 -2.75134 0.49
O -3.31159 -1.51421 -1.09794 -0.97
H -2.42836 -1.78304 -1.35071 0.50
H -3.49581 -2.01323 -0.30216 0.46
O 2.05385 2.32684 -1.94215 -0.96
H 2.79734 1.75983 -1.73728 0.46
H 1.28720 1.76216 -1.84406 0.49
O -3.26904 0.56851 0.93365 -0.96
H -3.16538 0.36781 1.86382 0.47
H -2.96339 -0.21859 0.48280 0.49
O -1.66690 -3.00811 2.61204 -0.94
H -2.38504 -3.16733 3.22453 0.47
H -1.06835 -2.43271 3.08837 0.47
```

Output
HOMO: -10.66 eV
LUMO energy: -0.29 eV
HOMO-LUMO gap: 10.37 eV
Spin multiplicity: 1
Maximum force: 1.4 eV/Å

***

Entry from the Open Molecules 2025 dataset: the molecule C6H6 in a non-equilibrium geometry (wB97M-V/def2-TZVPD).

```
12
Properties=species:S:1:pos:R:3:nbo_charge:R:1
C 2.46316 0.17953 1.66932 -0.47
C 1.57970 0.26391 0.75706 -0.02
C 0.56018 0.19047 -0.01927 -0.10
C 0.10924 0.61644 -1.27313 -0.20
C -0.97260 0.07236 -0.74528 0.13
C -2.21986 -0.59825 -0.62951 -0.68
H 3.24763 -0.56824 1.83339 0.20
H 2.49023 0.95657 2.33964 0.19
H 0.37035 1.13611 -2.09763 0.20
H -2.86634 -0.13012 -1.50970 0.23
H -2.72275 -0.49356 0.30977 0.24
H -2.03895 -1.62522 -0.63464 0.25
```

Output
HOMO: -7.93 eV
LUMO energy: 0.88 eV
HOMO-LUMO gap: 8.81 eV
Spin multiplicity: 1
Maximum force: 5.5 eV/Å